Molecular formula: C5H20NO7
Method: DFT, wB97M-V/def2-TZVPD

Last column: natural (NBO) charge in e.
Geometry (Å):
C -1.237 0.911 0.401  -0.210
C -0.993 0.690 1.912  -0.245
C -2.159 1.062 2.816  -0.618
C 0.238 1.491 2.375  -0.601
N -0.740 -0.176 -0.428  -0.703
C 0.250 -0.047 -1.443  0.917
O 0.859 1.053 -1.449  -0.823
O 0.354 -1.043 -2.180  -0.788
H -0.884 1.840 -0.034  0.244
H -2.369 0.923 0.321  0.158
H -0.779 -0.379 1.898  0.201
H -2.855 0.248 3.032  0.206
H -2.716 1.945 2.503  0.206
H -1.833 1.491 3.779  0.201
H 0.181 2.562 2.189  0.203
H 1.185 1.096 1.987  0.222
H 0.330 1.346 3.447  0.186
H -1.168 -1.080 -0.314  0.381
H -0.154 -3.618 -0.009  0.500
H -0.576 -3.638 1.475  0.452
O -0.304 -4.213 0.756  -0.967
H -1.817 -2.973 -1.986  0.469
H -0.342 -2.414 -1.838  0.505
O -0.955 -3.186 -1.611  -1.028
H 3.072 2.162 -2.539  0.440
H 2.366 0.913 -2.019  0.502
O 3.263 1.234 -2.349  -0.993
H 3.041 -2.578 -1.026  0.455
H 2.514 -2.386 -2.354  0.478
O 3.355 -2.272 -1.886  -0.934
H -0.020 2.427 -2.171  0.495
H 0.871 3.251 -1.404  0.468
O 0.022 3.357 -1.852  -0.979

Output
Lowest unoccupied orbital energy   3.048 eV
Charge   -1


Molecular formula: C5H20O5
Method: DFT, wB97M-V/def2-TZVPD

Last column: natural (NBO) charge in e.
Geometry (Å):
C -2.286 0.466 -2.893  -0.272
O -3.372 -0.079 -2.168  -0.725
H -1.878 1.464 -2.592  0.181
H -2.240 0.121 -3.870  0.196
H -1.360 -0.180 -2.627  0.146
H -3.746 0.580 -1.495  0.476
C 2.522 -0.545 2.913  -0.250
O 2.711 -1.886 2.284  -0.787
H 2.885 -0.562 3.957  0.172
H 1.599 -0.767 3.127  0.181
H 2.583 0.251 2.385  0.161
H 1.927 -2.076 1.505  0.502
C -1.375 1.058 1.189  -0.255
O -0.083 0.509 1.254  -0.716
H -1.847 0.640 0.361  0.165
H -1.453 2.103 1.233  0.174
H -2.060 0.754 2.150  0.178
H 0.273 0.867 0.424  0.484
C -0.824 -2.550 -0.101  -0.258
O 0.244 -2.178 0.723  -0.769
H -1.209 -1.693 -0.722  0.153
H -1.743 -2.913 0.366  0.171
H -0.568 -3.154 -1.007  0.181
H 0.111 -1.210 0.925  0.506
C 1.661 2.016 -1.324  -0.263
O 2.312 1.138 -0.490  -0.703
H 2.224 2.404 -2.112  0.181
H 0.950 2.812 -0.965  0.159
H 0.890 1.533 -1.695  0.156
H 3.149 1.086 -0.726  0.473

Output
Lowest unoccupied orbital energy   0.306 eV
SMILES string   CO.CO.CO.CO.CO


Molecular formula: C5H20O5
Method: DFT, wB97M-V/def2-TZVPD

Last column: natural (NBO) charge in e.
Geometry (Å):
C -1.430 -1.489 2.265  -0.262
O -0.818 -0.699 3.291  -0.750
H -1.215 -2.548 2.437  0.165
H -2.511 -1.346 2.264  0.169
H -1.035 -1.212 1.292  0.208
H -1.162 -0.978 4.141  0.479
C 3.915 0.485 -2.388  -0.244
O 2.633 0.113 -2.866  -0.733
H 4.633 -0.233 -2.786  0.176
H 4.185 1.445 -2.845  0.162
H 3.992 0.583 -1.307  0.164
H 1.940 0.239 -2.215  0.476
C 2.724 0.079 2.023  -0.234
O 1.380 0.181 1.597  -0.778
H 3.337 0.395 1.186  0.179
H 2.895 0.648 2.937  0.168
H 2.968 -0.965 2.242  0.165
H 0.740 -0.271 2.163  0.504
C -0.756 1.942 -1.007  -0.249
O -0.644 0.721 -0.274  -0.763
H 0.239 2.241 -1.360  0.157
H -1.350 1.757 -1.899  0.181
H -1.138 2.736 -0.362  0.167
H 0.103 0.820 0.335  0.496
C -3.676 -0.601 -1.635  -0.255
O -4.663 -1.601 -1.539  -0.725
H -2.972 -0.775 -2.446  0.184
H -4.169 0.367 -1.802  0.153
H -3.040 -0.460 -0.752  0.176
H -5.104 -1.574 -0.690  0.466

Output
Lowest unoccupied orbital energy   0.539 eV
SMILES string   CO.CO.CO.CO.CO